{
  "formula": "C44H48CoN3OP2Se2Te2",
  "method": "ωB97M-V/def2-TZVPD",
  "species": ["Co", "Se", "Te", "Te", "Se", "C", "N", "C", "P", "C", "C", "C", "C", "C", "C", "C", "C", "C", "C", "C", "C", "C", "C", "C", "C", "C", "C", "P", "C", "C", "C", "C", "C", "C", "C", "C", "C", "C", "C", "C", "H", "H", "H", "H", "H", "H", "H", "H", "H", "H", "H", "H", "H", "H", "H", "H", "H", "H", "H", "H", "H", "H", "H", "H", "H", "H", "H", "H", "H", "C", "N", "C", "C", "C", "C", "C", "C", "C", "C", "H", "H", "H", "H", "H", "H", "H", "H", "H", "H", "H", "H", "C", "N", "C", "C", "O", "H", "H", "H", "H", "H", "H", "H"],
  "coordinates": [[-1.46960, -0.76447, -0.37495], [-2.64250, -0.39692, -2.30418], [-4.82602, 0.66833, -2.13164], [-5.04462, -3.29254, -1.27720], [-2.69475, -2.58698, -1.39744], [1.26276, 1.33845, 0.14978], [2.08181, 0.13747, 0.10889], [1.93671, -0.61202, -1.10364], [0.38194, -1.64633, -1.06732], [1.01126, -2.97848, 0.00704], [1.18526, -2.67243, 1.35929], [1.71682, -3.61089, 2.22679], [2.04653, -4.87789, 1.76335], [1.81308, -5.20796, 0.43698], [1.28999, -4.26647, -0.43829], [1.85385, -1.37922, -4.12264], [1.05588, -0.36025, -4.63355], [1.62779, 0.84528, -5.00584], [2.99974, 1.03279, -4.88189], [3.79984, 0.00506, -4.40563], [3.22680, -1.20234, -4.03140], [3.13991, -0.07413, 0.98001], [3.06698, 0.40267, 2.29947], [4.11256, 0.22664, 3.18698], [5.26689, -0.44112, 2.80099], [5.34621, -0.93324, 1.50709], [4.30634, -0.75815, 0.60837], [-0.71412, 1.08785, 0.68386], [-0.26477, 1.47918, 2.41806], [-0.40785, 0.49640, 3.40073], [0.00682, 0.71929, 4.70452], [0.54173, 1.94816, 5.06505], [0.68329, 2.93421, 4.10178], [0.30968, 2.69319, 2.78699], [-1.04553, 2.62379, -0.28629], [-0.96103, 2.47467, -1.67437], [-1.19138, 3.52869, -2.53973], [-1.49893, 4.78337, -2.03279], [-1.52635, 4.96851, -0.66248], [-1.28806, 3.90504, 0.19990], [1.29270, 1.78013, -0.85127], [1.72350, 2.05537, 0.82983], [2.76245, -1.29951, -1.25628], [1.88671, 0.06699, -1.96181], [0.90495, -1.69351, 1.72486], [1.86641, -3.35217, 3.26794], [2.47340, -5.60890, 2.43829], [2.03781, -6.20717, 0.08387], [1.08861, -4.53424, -1.46829], [-0.01427, -0.51984, -4.69954], [1.00234, 1.64359, -5.38543], [3.44145, 1.98212, -5.15762], [4.86917, 0.15189, -4.31678], [3.84537, -2.00509, -3.64281], [2.16667, 0.89680, 2.63575], [4.01194, 0.60614, 4.19699], [6.08485, -0.58157, 3.49615], [6.23987, -1.45226, 1.18143], [4.42509, -1.15150, -0.39274], [-0.84653, -0.46024, 3.15442], [-0.09909, -0.07048, 5.43791], [0.83859, 2.13758, 6.08900], [1.10031, 3.89777, 4.36918], [0.48375, 3.45691, 2.04036], [-0.68958, 1.51446, -2.08894], [-1.13949, 3.37108, -3.60952], [-1.69688, 5.61077, -2.70277], [-1.74465, 5.94804, -0.25353], [-1.28636, 4.09925, 1.26324], [-3.70981, 2.41443, 4.10937], [-4.11541, 3.25618, 2.99658], [-3.43768, 4.53333, 3.06474], [-4.04579, 2.67538, 1.62197], [-3.85273, 1.18557, 1.54369], [-4.98738, 0.41209, 1.77408], [-4.94792, -0.96982, 1.84363], [-3.73913, -1.61108, 1.68047], [-2.61829, -0.84705, 1.38491], [-2.61107, 0.56045, 1.31193], [-3.94567, 2.94282, 5.03737], [-2.63371, 2.18152, 4.11471], [-4.26143, 1.47875, 4.10455], [-3.74400, 5.06137, 3.97229], [-3.71555, 5.14500, 2.20460], [-2.33808, 4.43561, 3.09155], [-3.25986, 3.15789, 1.05796], [-4.99013, 2.91769, 1.12412], [-5.93400, 0.92618, 1.90350], [-5.85136, -1.54467, 1.99519], [-3.67778, -2.69068, 1.72013], [-1.63213, -1.38315, 1.29043], [-0.57003, -4.22283, -4.18488], [0.39974, -3.23843, -4.64730], [1.28802, -3.80068, -5.64621], [1.17209, -2.62077, -3.59146], [0.25950, -2.27681, -2.54963], [-1.05935, -4.65762, -5.05609], [-1.33681, -3.75052, -3.58095], [-0.11014, -5.03222, -3.59380], [0.68617, -4.18588, -6.46753], [1.90591, -4.62472, -5.24772], [1.95468, -3.02873, -6.03430], [1.93507, -3.31823, -3.19447]],
  "atomic_forces_ev_per_a": [[0.351, 0.237, 1.348], [0.151, 0.928, -1.964], [-0.468, 0.294, 0.091], [-0.392, -0.059, 0.331], [0.366, -1.109, -0.450], [-0.334, -0.154, 0.125], [-0.234, -0.176, 0.273], [-0.280, -0.056, -0.358], [0.658, 0.093, 0.317], [-0.204, -0.087, 0.025], [0.034, -0.083, -0.130], [0.004, -0.011, 0.057], [0.004, 0.035, 0.002], [0.026, -0.102, 0.008], [0.042, 0.114, -0.069], [0.045, 0.101, 0.091], [-0.036, 0.001, 0.072], [-0.032, -0.014, -0.008], [0.002, 0.006, -0.007], [0.083, 0.055, -0.060], [-0.105, -0.076, -0.006], [0.091, 0.007, 0.093], [-0.069, 0.090, -0.058], [0.037, -0.033, -0.062], [0.071, -0.027, 0.068], [-0.009, 0.017, 0.046], [0.017, -0.068, -0.060], [0.317, 0.610, -0.880], [0.036, -0.324, 0.285], [0.011, 0.040, 0.029], [0.020, 0.014, -0.021], [-0.038, -0.019, 0.044], [0.039, 0.087, 0.018], [-0.077, 0.004, -0.038], [-0.103, 0.074, -0.067], [0.056, 0.025, -0.028], [-0.017, 0.087, 0.081], [0.025, -0.004, -0.057], [-0.007, 0.102, 0.020], [0.091, -0.064, 0.122], [-0.056, -0.005, -0.016], [-0.006, -0.026, -0.051], [0.015, 0.015, -0.062], [0.046, -0.010, -0.035], [0.042, 0.068, 0.064], [0.019, -0.003, -0.015], [-0.031, -0.013, 0.005], [-0.019, 0.013, -0.017], [0.016, -0.007, 0.019], [-0.003, 0.024, 0.006], [0.003, 0.000, 0.015], [0.015, -0.011, 0.002], [-0.006, -0.026, 0.006], [0.001, 0.012, 0.021], [0.029, 0.012, 0.001], [-0.006, 0.006, -0.007], [-0.011, -0.001, -0.009], [-0.016, -0.020, -0.007], [0.007, 0.049, 0.034], [-0.049, 0.013, -0.024], [-0.001, 0.017, 0.017], [0.023, -0.006, -0.009], [0.009, -0.011, -0.007], [0.029, -0.016, 0.065], [-0.094, -0.083, -0.006], [-0.015, -0.047, 0.009], [-0.015, 0.001, 0.013], [0.028, -0.009, 0.025], [-0.169, -0.061, -0.047], [0.012, 0.082, -0.138], [0.050, -0.154, -0.052], [-0.181, -0.040, 0.037], [-0.087, 0.066, 0.088], [-0.237, -0.002, -0.016], [0.149, 0.194, 0.030], [0.051, -0.160, 0.075], [-0.055, -0.184, 0.018], [0.114, 0.367, 0.480], [0.117, -0.334, -0.072], [0.019, -0.016, -0.007], [0.067, -0.025, -0.003], [-0.003, -0.065, 0.008], [0.030, 0.023, -0.016], [0.035, 0.028, 0.010], [-0.004, 0.013, -0.010], [0.085, 0.080, -0.064], [0.074, 0.021, -0.061], [0.000, -0.001, 0.036], [0.005, 0.003, 0.010], [0.000, 0.009, -0.068], [-0.107, -0.190, 0.583], [-0.015, 0.032, 0.062], [-0.132, -0.048, 0.075], [0.001, 0.114, 0.003], [0.128, 0.064, 0.068], [-0.176, -0.164, -0.350], [0.069, -0.041, -0.011], [-0.003, 0.040, 0.096], [0.038, -0.048, -0.061], [0.043, -0.022, -0.034], [-0.005, -0.012, -0.003], [-0.018, -0.058, -0.025], [-0.023, 0.001, 0.101]],
  "lowdin_charge": [-0.427, -0.147, 0.095, 0.067, -0.116, -0.209, -0.173, -0.241, 0.919, -0.293, -0.092, -0.071, -0.092, -0.085, -0.070, -0.210, -0.016, -0.067, -0.089, -0.085, -0.061, -0.232, -0.021, -0.090, -0.122, -0.104, -0.030, 1.005, -0.324, -0.098, -0.083, -0.097, -0.085, -0.121, -0.303, -0.150, -0.073, -0.089, -0.083, -0.113, 0.072, 0.073, 0.076, 0.093, 0.084, 0.105, 0.098, 0.100, 0.088, 0.121, 0.103, 0.099, 0.100, 0.116, 0.078, 0.099, 0.090, 0.096, 0.094, 0.095, 0.103, 0.097, 0.102, 0.097, 0.043, 0.104, 0.098, 0.100, 0.068, -0.095, -0.235, -0.125, -0.141, -0.244, -0.070, -0.093, -0.143, -0.285, -0.204, 0.080, 0.074, 0.077, 0.077, 0.084, 0.068, 0.073, 0.118, 0.121, 0.102, 0.088, 0.070, -0.070, -0.197, -0.086, -0.345, -0.324, 0.089, 0.027, 0.089, 0.085, 0.089, 0.084, 0.148],
  "orbital_gap_ev": [4.953, 5.613],
  "homo_energy_ha": [-0.1168, -0.1242],
  "multiplicity": 2,
  "charge": -1,
  "total_energy_ev": -254408.5311,
  "s_squared": 0.88
}